(1)
# C4H4ClNO2P2

2 unconnected molecules or ions with the total composition C4H4ClNO2P2 at a distorted geometry (the ωB97M-V functional and the def2-TZVPD basis, the Open Molecules 2025 dataset).

Output
**SMILES**: N#CC(=O)OPCl.C=C=P
**Gap between HOMO and LUMO**: 9.0 eV
**ΔE to the lowest compared entry with this formula, charge and spin**: 0.0427 eV
**HOMO level**: -9.3 eV
**Largest force on an atom**: 2.78 eV/A

Last column: Löwdin charge in e.
Cartesian coordinates (Å):
1 C 1.98241 1.07334 1.81205  -0.07
2 C 1.16988 1.62042 0.92861  -0.56
3 C 1.05443 -0.51934 -1.41330  -0.18
4 C -0.10377 -0.97142 -0.65707  -0.66
5 N 1.84473 -0.33857 -2.22279  0.21
6 O -0.02083 -1.59289 0.39860  0.04
7 O -1.25440 -0.56127 -1.18780  -0.36
8 P 0.24194 2.19286 -0.30081  0.82
9 P -2.62541 -1.12810 -0.28440  0.58
10 Cl -2.55366 -3.01749 -0.88242  0.27
11 H 2.57933 1.72618 2.47552  0.06
12 H 2.14568 0.08965 2.25897  0.07
13 H -1.09778 2.00022 0.33603  -0.10
14 H -3.36255 -0.57358 -1.26119  -0.10

---

(2)
# C4H4ClNOS

2 unconnected molecules or ions with the total composition C4H4ClNOS at a distorted geometry (the ωB97M-V functional and the def2-TZVPD basis, the Open Molecules 2025 dataset).

Output
**SMILES**: Clc1cocn1.C=S
**Gap between HOMO and LUMO**: 8.4 eV
**ΔE to the lowest compared entry with this formula, charge and spin**: 1.9422 eV
**HOMO level**: -8.8 eV
**Largest force on an atom**: 4.80 eV/A

Last column: Löwdin charge in e.
Cartesian coordinates (Å):
1 C 3.06221 -1.13871 0.29572  -0.20
2 C 2.12719 0.00697 -1.26844  -0.09
3 C -2.08232 1.76322 0.28571  -0.57
4 C 2.18730 0.76215 -0.11565  -0.75
5 N 2.82383 0.02171 0.84313  0.08
6 O 2.70341 -1.18391 -0.96575  0.04
7 S -1.41877 0.78818 -0.80131  0.63
8 Cl 1.72558 2.39037 0.21823  0.66
9 H 3.52742 -1.97967 0.76597  0.13
10 H 1.81380 -0.09701 -2.19694  0.08
11 H -3.04250 2.16881 0.04533  -0.02
12 H -1.76156 2.04010 1.27611  0.00

---

(3)
# C4H4ClOP

A single C4H4ClOP molecule at a distorted geometry (the ωB97M-V functional and the def2-TZVPD basis, the Open Molecules 2025 dataset).

Output
**SMILES**: ClC1=POCC=C1
**Gap between HOMO and LUMO**: 7.6 eV
**ΔE to the lowest compared entry with this formula, charge and spin**: 1.1488 eV
**HOMO level**: -7.9 eV
**Largest force on an atom**: 4.26 eV/A

Last column: Löwdin charge in e.
Cartesian coordinates (Å):
1 C -0.30605 0.07695 -1.58571  -0.21
2 C 0.02727 0.21704 -0.27807  -0.09
3 C -1.11092 -1.01898 -2.12156  -1.06
4 C -0.40978 -0.71921 0.73174  -0.27
5 O -1.09564 -1.89534 0.32031  -0.42
6 P -1.37358 -2.43316 -1.22107  0.97
7 Cl -1.53536 -0.89946 -3.73730  0.63
8 H -0.20475 1.00467 -2.26087  0.12
9 H 0.72783 1.06008 0.09266  0.15
10 H 0.41149 -0.99502 1.31124  0.10
11 H -1.00514 -0.30319 1.41629  0.09

---

(4)
# C4H4ClP

A single C4H4ClP molecule at a distorted geometry (the ωB97M-V functional and the def2-TZVPD basis, the Open Molecules 2025 dataset).

Output
**Gap between HOMO and LUMO (spin up / spin down)**: 6.8 / 6.5 eV
**ΔE to the lowest compared entry with this formula, charge and spin**: 2.4865 eV
**HOMO level (spin up / spin down)**: -8.1 / -8.1 eV
**Largest force on an atom**: 4.75 eV/A

Last column: Löwdin charge in e.
Cartesian coordinates (Å):
1 C -0.46334 0.62114 -0.40057  -0.23
2 C -0.63034 -0.11574 0.85396  -0.26
3 C 0.43462 1.57233 -0.44470  -0.63
4 C -0.64220 -1.39591 1.15387  -0.61
5 P 1.77212 2.22236 0.55099  0.71
6 Cl -0.87711 -1.88812 2.76238  0.62
7 H -1.06379 0.40993 -1.28729  0.11
8 H -0.92561 0.62165 1.59487  0.10
9 H 0.61199 2.10217 -1.49668  0.07
10 H -0.30953 -2.25080 0.45472  0.11

---

(5)
# C4H4CoO6

A molecular structure, C4H4CoO6 at a distorted geometry (the ωB97M-V functional and the def2-TZVPD basis, the Open Molecules 2025 dataset).

Output
**Gap between HOMO and LUMO (spin up / spin down)**: 7.1 / 3.7 eV
**ΔE to the lowest compared entry with this formula, charge and spin**: 3.6971 eV
**Spin multiplicity**: 6
**HOMO level (spin up / spin down)**: -17.8 / -18.3 eV
**Charge**: +2
**Largest force on an atom**: 4.38 eV/A

Last column: Löwdin charge in e.
Cartesian coordinates (Å):
1 O 0.02859 1.90138 -1.59737  0.02
2 C 0.98326 1.34531 -1.02067  0.01
3 C 0.74577 0.25279 -0.02054  -0.07
4 O 1.68423 -0.78059 -0.17384  0.10
5 H 1.23612 1.02272 0.74565  0.25
6 H 1.98042 1.39211 -1.48948  0.21
7 H -0.23517 -0.17413 -0.29205  0.16
8 C 1.28752 -2.03671 0.08254  -0.57
9 O 0.34047 -2.58840 -0.40582  0.25
10 O 2.10936 -2.62073 0.93343  0.24
11 H 2.90968 -2.09485 1.07187  0.16
12 O -2.50544 1.31193 -0.18070  0.04
13 C -2.28304 0.81035 0.94705  -0.23
14 O -1.25427 0.64179 1.58273  0.18
15 Co -1.52681 2.60142 -1.05469  1.24

---

(6)
# C4H4CuO

A molecular structure, C4H4CuO at a distorted geometry (the ωB97M-V functional and the def2-TZVPD basis, the Open Molecules 2025 dataset).

Output
**Gap between HOMO and LUMO**: 7.1 eV
**ΔE to the lowest compared entry with this formula, charge and spin**: 0.0000 eV
**HOMO level**: -13.4 eV
**Charge**: +1
**Largest force on an atom**: 1.66 eV/A

Last column: Löwdin charge in e.
Cartesian coordinates (Å):
1 H 2.67818 1.27053 1.44252  0.10
2 C 2.41378 1.29594 0.36684  0.06
3 C 1.29578 0.75553 -0.01602  -0.06
4 H 3.16634 1.60161 -0.36374  0.08
5 C 0.16194 0.07743 -0.16328  -0.07
6 C 0.17187 -1.35858 0.01287  -0.21
7 O -0.36839 -1.92493 0.96268  -0.01
8 Cu -1.04655 -4.02629 1.82474  0.84
9 H -0.79292 0.57993 -0.33875  0.13
10 H 0.81519 -1.93385 -0.67965  0.14

---

(7)
# C4H4ErO5

A molecular structure, C4H4ErO5 at a distorted geometry (the ωB97M-V functional and the def2-TZVPD basis, the Open Molecules 2025 dataset).

Output
**Gap between HOMO and LUMO (spin up / spin down)**: 6.6 / 6.7 eV
**ΔE to the lowest compared entry with this formula, charge and spin**: 1.2715 eV
**Spin multiplicity**: 4
**HOMO level (spin up / spin down)**: -13.0 / -13.0 eV
**Charge**: +1
**Largest force on an atom**: 6.38 eV/A

Last column: Löwdin charge in e.
Cartesian coordinates (Å):
1 O 1.79183 -0.32158 0.79485  -0.37
2 C 3.17529 -0.47316 1.56721  -0.70
3 O 3.28039 -1.22284 2.51424  0.13
4 O 3.97881 0.42018 1.13473  -0.17
5 H -2.44030 -0.46730 -2.04431  0.14
6 O -0.46205 -0.24625 -1.51457  -0.02
7 C -1.82043 -0.59454 -1.15078  -0.07
8 C -2.13802 0.40366 -0.03772  -0.08
9 O -0.93274 1.20619 0.01716  -0.02
10 C 0.05595 0.59240 -0.62579  -0.23
11 H -1.84114 -1.63874 -0.81948  0.15
12 H -2.30000 -0.06427 0.94007  0.15
13 H -2.96894 1.07756 -0.27153  0.14
14 Er 2.62135 1.32870 -0.50409  1.95

---

(8)
# C4H4F2S

A single C4H4F2S molecule at a distorted geometry (the ωB97M-V functional and the def2-TZVPD basis, the Open Molecules 2025 dataset).

Output
**Gap between HOMO and LUMO (spin up / spin down)**: 7.9 / 7.2 eV
**ΔE to the lowest compared entry with this formula, charge and spin**: 3.7474 eV
**HOMO level (spin up / spin down)**: -8.6 / -7.8 eV
**Largest force on an atom**: 2.21 eV/A

Last column: Löwdin charge in e.
Cartesian coordinates (Å):
1 C -0.80730 0.99810 -0.22032  -0.17
2 C 0.54931 1.34105 -0.21549  -0.43
3 C -1.43066 -0.15635 0.10299  -0.09
4 C 1.31994 -1.28399 0.44828  -0.51
5 F -2.80050 -0.26822 0.22802  -0.01
6 F 0.72131 -2.02543 -0.53761  -0.10
7 S 1.84301 0.27055 0.08867  0.96
8 H -1.37038 1.84207 -0.44958  0.09
9 H 0.87740 2.28532 -0.70317  0.08
10 H -1.09528 -1.16106 0.29258  0.09
11 H 2.19315 -1.84204 0.96563  0.08

---

(9)
# C4H4F3O2S

2 unconnected molecules or ions with the total composition C4H4F3O2S at a distorted geometry (the ωB97M-V functional and the def2-TZVPD basis, the Open Molecules 2025 dataset).

Output
**Gap between HOMO and LUMO**: 4.2 eV
**ΔE to the lowest compared entry with this formula, charge and spin**: 1.5657 eV
**HOMO level**: -2.6 eV
**Charge**: -1
**Largest force on an atom**: 2.87 eV/A

Last column: Löwdin charge in e.
Cartesian coordinates (Å):
1 C -0.71168 0.50917 -0.35875  -0.28
2 C 0.06662 0.53666 0.93137  -0.21
3 C 0.74152 0.23934 -0.43053  -0.24
4 C 1.60666 1.25995 -1.02954  -0.68
5 O -1.39633 -3.26119 2.28912  -0.46
6 O -2.48798 -3.43835 0.10828  -0.46
7 F 1.45023 2.64691 -0.81488  0.00
8 F 2.87303 1.11662 -0.74489  0.10
9 F 1.58875 1.19577 -2.38935  0.05
10 S -1.28639 -3.06542 0.84946  0.88
11 H -1.53971 -0.27755 -0.57178  0.07
12 H -1.05743 1.40385 -0.92381  0.09
13 H 0.21837 1.50666 1.52058  0.10
14 H -0.06565 -0.37241 1.56471  0.04

---

(10)
# C4H4F3O3P

3 unconnected molecules or ions with the total composition C4H4F3O3P at a distorted geometry (the ωB97M-V functional and the def2-TZVPD basis, the Open Molecules 2025 dataset).

Output
**Gap between HOMO and LUMO**: 6.4 eV
**HOMO level**: 0.0 eV
**Charge**: -2
**Largest force on an atom**: 4.45 eV/A

Last column: Löwdin charge in e.
Cartesian coordinates (Å):
1 C 2.88848 -0.55765 -0.16323  -0.14
2 C 1.80031 -0.35272 0.47856  -0.10
3 C -1.33635 0.21596 -0.22939  -0.32
4 C -1.31497 1.43713 0.27286  -0.45
5 O -3.35279 -1.73800 0.17616  -0.39
6 O -2.06346 -0.00604 -1.42650  -0.20
7 O -1.11509 -2.47628 -0.69200  -0.40
8 F -1.17748 1.70331 1.58041  0.04
9 F -2.00716 2.51285 -0.17163  0.04
10 F 0.32824 2.66428 -0.11168  -0.59
11 P -2.02114 -1.35811 -0.34685  0.32
12 H 3.41726 -1.57638 -0.27280  0.06
13 H 3.31175 0.23728 -0.78776  0.03
14 H 1.35416 -1.23748 0.89421  0.04
15 H 1.28825 0.53183 0.79963  0.04